{"formula": "C24H25Cl2N2OS2W", "method": "ωB97M-V/def2-TZVPD", "lumo_energy_ev": [-10.475, -10.677], "fmax_ev_per_a": 0.1, "orbital_gap_ev": [6.58, 6.37], "charge": 3, "symbols": ["W", "Cl", "Cl", "S", "S", "O", "N", "N", "C", "C", "C", "C", "C", "C", "C", "C", "C", "C", "C", "C", "C", "C", "C", "C", "C", "C", "C", "C", "C", "C", "C", "C", "H", "H", "H", "H", "H", "H", "H", "H", "H", "H", "H", "H", "H", "H", "H", "H", "H", "H", "H", "H", "H", "H", "H", "H", "H"], "xyz": [[-0.264681, -0.201335, -0.202815], [-3.431443, 4.062622, -0.829414], [-2.462965, -1.144929, 0.171093], [-1.358446, 1.737062, -0.335713], [-0.547926, -2.031351, -2.956832], [0.049731, -0.970789, -1.894565], [0.403257, -0.871562, 1.708668], [1.519998, 0.900303, 0.096719], [3.465206, 1.132875, 1.524490], [-3.638678, 0.171635, -0.142310], [1.049993, -3.857602, -1.679537], [2.006089, 1.843914, -0.713999], [2.233133, 0.566076, 1.211810], [-1.263888, 0.156542, -4.462173], [3.233814, 2.458998, -0.477235], [1.635686, -0.387984, 2.075660], [0.425771, -2.229301, 3.682003], [0.765762, -3.239223, -3.058351], [-4.977446, -0.134027, -0.135657], [2.200699, -3.189288, -0.930425], [-4.008085, 2.468845, -0.564994], [3.966279, 2.105886, 0.633068], [-2.708581, -0.042069, -4.020140], [3.580942, -0.210716, 3.536036], [-0.175253, -1.773744, 2.514484], [2.302435, -0.787359, 3.232434], [-5.373986, 2.211751, -0.570530], [-0.433664, -1.124374, -4.498723], [-3.103387, 1.427692, -0.342983], [4.138059, 0.713307, 2.719895], [-5.850400, 0.927572, -0.358414], [1.658489, -1.739540, 4.048758], [1.402960, 2.111395, -1.572790], [4.920125, 2.578880, 0.833500], [-2.786279, -0.309538, -2.960188], [5.097571, 1.152879, 2.958857], [-1.235044, 0.556760, -5.476824], [3.127642, -3.263302, -1.499689], [-3.207788, -0.818787, -4.601150], [-6.916374, 0.744779, -0.360888], [2.030900, -2.124976, -0.738920], [0.131160, -3.861562, -1.078608], [-5.337430, -1.138539, 0.037980], [1.304374, -4.903139, -1.850448], [-0.758046, 0.889987, -3.830576], [-0.094045, -2.954932, 4.291348], [-6.059352, 3.031341, -0.738452], [1.637512, -2.776518, -3.523024], [2.365999, -3.690556, 0.022653], [0.623965, -0.954012, -4.704386], [0.343715, -3.972418, -3.755215], [3.588129, 3.211741, -1.166929], [-0.825779, -1.848642, -5.223528], [-3.268940, 0.881013, -4.157940], [2.134046, -2.077418, 4.961857], [-1.152500, -2.137081, 2.231158], [4.087668, -0.524544, 4.439291]], "forces_ev_per_angstrom": [[-0.03, -0.08, 0.02], [-0.01, -0.02, 0.00], [-0.01, 0.04, 0.01], [-0.04, 0.13, 0.02], [-0.02, 0.06, 0.00], [-0.02, -0.07, -0.06], [0.00, 0.00, 0.06], [0.01, 0.00, -0.03], [0.01, 0.03, 0.01], [0.08, -0.06, 0.02], [0.02, 0.05, -0.04], [0.03, 0.03, 0.00], [0.01, -0.02, 0.00], [-0.01, 0.00, 0.00], [-0.02, -0.02, 0.01], [0.05, 0.00, -0.02], [0.00, -0.01, 0.00], [-0.03, 0.01, 0.02], [0.02, 0.03, 0.00], [0.00, -0.02, -0.01], [0.04, 0.02, 0.00], [-0.01, 0.00, -0.01], [-0.01, 0.02, 0.01], [0.01, 0.01, 0.00], [-0.02, 0.00, 0.00], [-0.04, 0.01, 0.00], [0.00, -0.02, 0.00], [0.06, -0.05, -0.01], [-0.07, 0.00, 0.00], [-0.01, -0.01, 0.01], [-0.02, 0.01, 0.00], [0.01, 0.00, 0.00], [0.00, 0.00, 0.00], [0.00, 0.00, 0.00], [0.00, -0.01, -0.01], [0.00, 0.00, 0.00], [0.02, 0.00, 0.00], [0.00, 0.00, 0.00], [0.00, 0.00, -0.01], [0.00, 0.00, 0.00], [-0.02, 0.00, 0.02], [0.07, -0.08, -0.05], [0.00, 0.00, 0.00], [-0.05, -0.02, 0.03], [-0.02, 0.01, 0.00], [0.00, 0.00, 0.00], [-0.01, 0.00, 0.00], [0.01, 0.00, 0.02], [0.00, 0.02, 0.01], [-0.01, 0.00, -0.02], [0.01, 0.00, 0.00], [0.00, 0.00, 0.00], [-0.01, 0.01, 0.00], [-0.01, 0.00, 0.01], [0.00, 0.00, 0.00], [0.00, 0.00, -0.01], [0.00, 0.00, 0.00]]}

***

{"formula": "C24H25F2OSi", "method": "ωB97M-V/def2-TZVPD", "lumo_energy_ev": -5.764, "fmax_ev_per_a": 4.1, "orbital_gap_ev": 5.97, "charge": 1, "symbols": ["Si", "F", "F", "O", "C", "C", "C", "C", "C", "C", "C", "C", "C", "C", "C", "C", "C", "C", "C", "C", "C", "C", "C", "C", "C", "C", "C", "C", "H", "H", "H", "H", "H", "H", "H", "H", "H", "H", "H", "H", "H", "H", "H", "H", "H", "H", "H", "H", "H", "H", "H", "H", "H"], "xyz": [[-2.682511, -0.479601, 0.398966], [5.655653, -1.710411, -3.689844], [0.901364, -2.406226, 4.865687], [-1.679488, 1.506007, -1.300215], [-2.634071, -2.276027, -0.033695], [1.088711, -1.158157, -0.451490], [-0.121283, 3.287102, -0.553976], [0.022057, 4.654981, -0.286735], [0.164051, 0.144766, -0.396706], [2.287522, -1.584212, 3.113802], [-2.651967, -0.195054, 2.201770], [3.320106, -1.948580, -3.343260], [0.448422, -3.067590, 2.630110], [4.563871, -1.486856, -2.921833], [-1.099962, 5.490675, -0.274121], [2.496168, -1.385429, 1.751334], [-2.364453, 4.985773, -0.633757], [-4.282414, 0.253268, -0.225602], [-1.384782, 2.846454, -0.927059], [-1.287580, 0.416507, -0.552831], [2.351996, -1.023974, -1.325952], [0.651853, -2.858694, 1.281362], [1.493244, -1.822916, 0.854895], [3.534126, -0.348532, -1.038616], [2.215869, -1.695514, -2.523250], [4.683882, -0.648003, -1.819605], [1.259746, -2.400909, 3.535115], [-2.522580, 3.634680, -0.885357], [0.644214, 0.742768, -1.209835], [0.491773, -1.888735, -0.956741], [0.035971, -3.356054, 0.534625], [-2.274668, -2.468791, -1.044049], [1.031861, 5.032173, -0.065601], [-1.800951, -0.644965, 2.698705], [-2.658499, 0.857813, 2.466883], [3.336949, -0.785512, 1.429792], [-3.546206, -0.634866, 2.639882], [-2.018534, -2.869878, 0.633514], [-0.948201, 6.564430, -0.046524], [3.258071, -2.623168, -4.181829], [0.723352, 2.617512, -0.509175], [-3.485658, 3.197170, -1.096787], [0.448432, 0.323964, 0.677117], [-3.216765, 5.656093, -0.678043], [2.949436, -1.148254, 3.843488], [5.667192, -0.367683, -1.464610], [-4.350944, 0.328502, -1.313774], [-4.481800, 1.253819, 0.170287], [3.575418, 0.400522, -0.249990], [1.246380, -2.086245, -2.824823], [-3.641488, -2.691229, 0.033544], [-5.123482, -0.372309, 0.100800], [-0.289406, -3.760604, 2.964008]], "forces_ev_per_angstrom": [[-2.09, -0.52, -0.64], [-0.52, -0.18, 0.56], [0.65, -0.29, -1.25], [0.82, -3.34, 2.20], [0.26, -0.44, -0.16], [1.24, -1.36, -0.60], [-0.41, 0.44, -0.52], [-0.09, -0.21, 0.44], [1.02, 1.33, -0.85], [0.65, -0.62, 0.01], [0.75, 0.37, 0.65], [0.20, -0.18, 0.70], [0.81, -0.50, 0.27], [-0.25, 0.74, -0.35], [0.27, 0.34, -0.52], [-1.33, 0.52, -0.15], [0.63, 0.50, 0.69], [-0.18, 0.20, -0.23], [0.36, 0.42, 0.55], [0.88, 1.45, -0.61], [-1.62, 1.04, -0.21], [-0.39, 1.08, -0.07], [-0.26, -0.07, 0.51], [0.82, -0.55, -0.66], [0.97, -0.83, -1.03], [-0.80, -0.15, 0.85], [-1.20, 0.60, 0.77], [0.40, 0.22, -0.50], [-0.10, 0.19, 1.31], [-0.32, -0.53, -0.33], [-0.01, 0.08, 0.27], [-0.06, 0.01, -0.14], [-0.68, -0.09, -0.01], [0.25, -0.16, 0.14], [-0.03, 0.22, -0.01], [-0.23, 0.12, 0.04], [-0.17, -0.13, -0.17], [0.10, 0.03, 0.17], [-0.30, -0.83, -0.22], [-0.08, 0.21, -0.32], [0.03, 0.20, -0.14], [-0.04, 0.01, -0.16], [-0.56, 1.13, -0.59], [0.07, -0.14, 0.11], [0.11, 0.07, 0.11], [-0.03, 0.44, -0.33], [0.07, -0.09, 0.03], [0.15, -0.06, 0.04], [0.25, -0.40, 0.00], [0.21, -0.08, 0.09], [-0.07, 0.15, -0.03], [0.22, 0.01, 0.00], [-0.38, -0.37, 0.32]]}